(1)
C36H99N3O15 | the ωB97M-V functional and the def2-TZVPD basis

Each line ends with the Löwdin charge.
Cartesian coordinates (Å):
O (1.7614, -1.9376, 1.8192)  -0.10
O (-1.9995, -0.9275, -0.4416)  -0.13
O (-5.2415, -2.5393, 2.7663)  -0.12
O (1.9112, -2.8344, -1.5196)  -0.22
O (-5.5714, -0.5188, 4.7420)  -0.07
O (-2.2551, 3.0655, 1.0003)  -0.13
O (-3.6846, -3.0795, 0.4297)  -0.11
O (2.3551, 0.4878, 3.0263)  -0.12
O (-1.1372, 4.9797, -3.6044)  -0.11
O (-4.4737, -2.1278, -3.8432)  -0.20
O (7.6573, -3.0525, 0.6943)  -0.19
O (3.9487, 4.8168, -2.8043)  -0.24
O (-4.4834, 2.0862, -2.0464)  -0.18
O (0.3962, 2.3667, 2.0334)  -0.11
O (2.2741, 0.5689, -1.4772)  -0.21
N (-3.0085, 0.1769, -3.1616)  -0.06
N (4.5205, 2.1457, -2.1775)  -0.05
N (4.6779, -3.3512, -1.4379)  -0.06
C (-2.5594, 1.5085, -3.3789)  -0.22
C (4.6088, 0.9593, -1.3116)  -0.22
C (2.3973, -3.8366, -2.3939)  -0.22
C (6.6958, -2.7263, -0.2555)  -0.25
C (1.2441, -3.2109, 2.2228)  -0.31
C (-3.6395, -5.2818, 1.5757)  -0.07
C (-6.5172, -2.3213, 2.1431)  -0.28
C (3.7496, 6.1598, -3.3738)  -0.05
C (0.5368, -2.6935, -1.8141)  -0.11
C (2.3855, -4.1127, 2.5540)  -0.08
C (-1.6553, -0.8072, 1.8810)  -0.05
C (-2.8773, 3.3238, 2.3054)  -0.27
C (5.3628, 3.2007, -1.6384)  -0.22
C (1.0695, -0.4437, 4.8446)  -0.07
C (-3.7485, 4.5659, 2.2518)  -0.09
C (1.3244, 0.5056, -2.5515)  -0.09
C (-5.0199, -3.3345, -3.3158)  -0.10
C (2.4490, -0.1416, 4.2814)  -0.30
C (5.2833, 4.4687, -2.5695)  -0.23
C (-3.1319, 2.3921, -2.2953)  -0.24
C (0.6972, 4.6591, -1.8349)  -0.08
C (-3.0235, -2.1987, -3.9602)  -0.19
C (-1.6581, -0.0115, 0.6104)  -0.26
C (0.2441, 4.6690, -3.3230)  -0.29
C (2.4397, 3.4513, 1.3026)  -0.08
C (-4.5786, 0.4674, 4.6250)  -0.35
C (1.1119, 3.6250, 1.9760)  -0.27
C (3.7077, -4.3906, -1.7939)  -0.20
C (8.8135, -2.1830, 0.7111)  -0.08
C (-2.8514, -4.2343, 0.7317)  -0.27
C (-3.3727, 0.0390, 5.4346)  -0.10
C (-6.6119, -1.0904, 1.2187)  -0.07
C (-2.5876, -0.7927, -4.1684)  -0.22
C (-4.9025, 2.7414, -0.8266)  -0.07
C (5.5769, -3.8130, -0.4202)  -0.20
C (3.5632, -0.0328, -1.6868)  -0.21
H (0.5211, -3.7030, 1.4855)  0.13
H (-3.1790, 5.4618, 1.9174)  0.08
H (3.0442, -1.0824, 4.2005)  0.11
H (-1.4805, 1.6412, -3.3123)  0.10
H (0.2919, 0.3663, -2.0916)  0.09
H (1.2449, 4.1226, 2.9617)  0.12
H (2.0342, -0.1737, 2.3665)  0.07
H (0.8394, 5.6591, -1.4616)  0.06
H (5.5863, 0.4771, -1.3300)  0.11
H (1.5751, -0.3827, -3.2347)  0.10
H (-3.6849, -0.1235, 6.5005)  0.09
H (-2.9058, -0.4400, -5.1713)  0.13
H (1.6846, -4.6505, -2.3352)  0.11
H (-1.3059, -0.2944, 2.8044)  0.08
H (-4.1050, 4.7555, 3.3106)  0.10
H (-4.0526, -4.8440, 2.5160)  0.08
H (3.1596, -4.2023, 1.8046)  0.05
H (-0.9973, -1.6716, 1.8522)  0.06
H (0.0666, -3.6535, -1.8599)  0.07
H (3.6513, -0.4128, -2.6767)  0.12
H (-5.0015, 1.4012, 5.0179)  0.11
H (-3.0085, 3.4182, -2.5386)  0.10
H (8.4878, -1.1481, 0.5980)  0.08
H (9.3993, -2.3084, -0.2065)  0.08
H (4.3187, -5.0570, -2.5803)  0.16
H (-4.7511, -3.4651, -2.2749)  0.07
H (2.3525, 2.9492, 0.3892)  0.04
H (0.4169, 3.5964, -3.6636)  0.11
H (0.9457, 1.6751, 2.4327)  0.04
H (-3.0814, -2.4079, 0.1184)  0.03
H (-2.3837, 0.8829, 0.6161)  0.12
H (-5.9629, 2.5532, -0.7402)  0.09
H (-2.4989, 2.2608, -1.3852)  0.11
H (9.3365, -2.4244, 1.6503)  0.10
H (-2.1602, -0.4599, -1.3008)  0.07
H (3.5866, -0.8998, -1.0416)  0.08
H (-6.6559, -3.2444, 1.6246)  0.10
H (0.4654, 4.2516, 1.3913)  0.09
H (6.4292, 2.8567, -1.5709)  0.13
H (-2.5956, -1.1541, 2.1202)  0.03
H (4.3751, 6.8631, -2.7611)  0.10
H (-2.1275, 3.4704, 3.0391)  0.09
H (-5.8042, -1.1505, 0.4942)  0.06
H (-7.2428, -2.2700, 2.9422)  0.11
H (-7.5475, -1.1285, 0.6579)  0.07
H (0.0688, -1.9862, -1.0367)  0.11
H (2.8507, 4.3800, 1.0325)  0.06
H (-4.5059, -5.5170, 0.9927)  0.05
H (-2.6560, -2.4537, -2.9197)  0.13
H (-1.4473, 2.6077, 1.2531)  0.02
H (-1.5041, -0.7365, -4.2738)  0.11
H (6.1919, -1.7348, -0.1602)  0.11
H (1.0364, -0.5726, 5.9212)  0.08
H (-4.5730, -2.5186, 2.0644)  0.04
H (-2.9394, -6.2007, 1.6478)  0.10
H (1.3488, 1.4295, -3.1228)  0.06
H (1.7777, 4.3259, -1.8954)  0.06
H (-2.0071, -3.9050, 1.2988)  0.08
H (2.5818, -3.4605, -3.4684)  0.15
H (3.0374, 2.8335, 1.9758)  0.08
H (-4.6028, -4.2114, -3.8739)  0.09
H (0.9357, 5.3466, -3.8597)  0.09
H (0.2656, 3.9518, -1.1163)  0.07
H (0.4060, -2.2929, -2.8127)  0.07
H (-2.7474, -2.9407, -4.6724)  0.11
H (-5.3651, -1.1394, 4.0874)  -0.01
H (4.0391, 6.1149, -4.3872)  0.07
H (4.1158, -2.5564, -1.1612)  0.05
H (3.4443, -5.0610, -0.9937)  0.10
H (2.8468, -3.8267, 3.5592)  0.11
H (-4.2929, 0.5565, 3.5398)  0.10
H (-3.5338, 2.4906, 2.6255)  0.10
H (-3.0747, -0.9935, 5.0365)  0.09
H (4.5346, 1.2570, -0.2399)  0.13
H (4.9966, 3.5411, -0.6729)  0.10
H (-2.4475, 0.6566, 5.2794)  0.07
H (-4.0281, 0.2172, -3.0731)  0.13
H (-2.4720, -4.6915, -0.1601)  0.10
H (7.2130, -2.5982, -1.2005)  0.11
H (0.7959, -1.3892, 4.3538)  0.05
H (-0.6604, 0.3688, 0.4622)  0.09
H (-4.7728, 3.8115, -0.8089)  0.08
H (-6.0976, -3.3699, -3.4012)  0.08
H (0.3334, 0.2779, 4.5622)  0.05
H (-1.3478, 5.7631, -3.0175)  0.11
H (3.0199, 0.5657, 4.9292)  0.12
H (-4.2828, 2.3201, 0.0017)  0.08
H (2.2682, -1.9835, 0.9934)  0.09
H (0.7045, -3.0698, 3.1171)  0.08
H (1.9404, -5.1270, 2.6148)  0.09
H (-6.5087, -0.0873, 1.7681)  0.10
H (5.7901, 5.3537, -2.0236)  0.14
H (6.0880, -4.6990, -0.7657)  0.12
H (-2.8945, 1.8981, -4.3697)  0.13
H (2.7605, 6.5360, -3.2274)  0.06
H (-4.5761, 4.5217, 1.5639)  0.05
H (3.5504, 2.5531, -2.0909)  0.11
H (5.2029, -4.0203, 0.6061)  0.11
H (5.7391, 4.1501, -3.5115)  0.12

Values from the calculation:
HOMO level	-0.3278	Ha
LUMO	0.019	Eh
energy	-2723.59102	Ha
structure (SMILES)	COCCNCCOC.COCCNCCOC.COCCNCCOC.CCO.CCO.CCO.CCO.CCO.CCO.CCO.CCO.CCO
energy above the lowest of the compared OMol25 structures with the same formula, charge and spin	1.0551	eV
HOMO-LUMO gap	9.4	eV
spin multiplicity	1

---

(2)
C19H23N3O4S2 | the ωB97M-V functional and the def2-TZVPD basis

Each line ends with the natural charge from an NBO analysis.
Cartesian coordinates (Å):
S (3.6098, 1.0275, 1.2941)  2.16
S (-2.0432, -2.5078, -0.5538)  0.29
O (4.5682, 1.6256, 0.4025)  -0.96
O (0.3215, -1.7127, 0.7842)  -0.65
O (3.1928, 1.7999, 2.4277)  -0.93
O (-4.1502, 1.7318, 0.8251)  -0.60
N (-3.1157, -0.1708, 0.1379)  -0.44
N (-1.1963, -0.1304, -1.2227)  -0.56
N (1.8190, -1.7268, -0.8987)  -0.45
C (-2.1951, 1.9510, -0.5051)  -0.15
C (-0.2195, 3.3222, -1.8826)  -0.17
C (-3.5028, -1.2815, 2.2643)  -0.20
C (-0.3929, -2.7061, -1.2688)  -0.63
C (2.7574, -0.9006, -0.1489)  -0.04
C (-4.0641, -0.9618, 0.9093)  -0.27
C (2.2314, -2.1300, -2.2297)  -0.20
C (-1.1915, 4.0274, -1.1747)  -0.23
C (-2.1749, 3.3468, -0.4943)  -0.15
C (0.6072, -1.9944, -0.3620)  0.72
C (-2.1038, -0.7513, -0.5542)  0.35
C (-3.2349, 1.2251, 0.2125)  0.65
C (3.2771, -1.5898, 1.1262)  -0.43
C (-1.2088, 1.2383, -1.2075)  0.17
C (2.2030, 0.4384, 0.3027)  -0.67
C (2.0054, -1.0342, -3.2686)  -0.62
C (4.2342, -0.6233, 1.7953)  -0.65
C (-0.2244, 1.9466, -1.9058)  -0.24
C (-4.0949, -0.9444, 3.3930)  -0.36
H (2.6035, -0.1573, -3.0330)  0.21
H (5.2485, -0.6968, 1.4143)  0.24
H (3.6091, -0.6984, -0.8067)  0.22
H (0.5462, 3.8626, -2.4196)  0.22
H (3.7627, -2.5352, 0.8777)  0.22
H (2.0125, 1.1366, -0.5044)  0.26
H (-5.0350, -0.4180, 3.4034)  0.20
H (1.3332, 0.3316, 0.9422)  0.27
H (-2.5505, -1.7942, 2.2594)  0.22
H (0.9581, -0.7444, -3.2919)  0.22
H (2.2927, -1.3928, -4.2533)  0.22
H (2.4246, -1.7983, 1.7729)  0.25
H (-2.9459, 3.8629, 0.0575)  0.24
H (-0.2078, -3.7807, -1.2907)  0.25
H (1.6948, -3.0359, -2.5133)  0.21
H (-3.6655, -1.1807, 4.3513)  0.20
H (-0.4112, -2.2940, -2.2739)  0.25
H (-4.9716, -0.3612, 1.0078)  0.25
H (-1.1713, 5.1062, -1.1655)  0.22
H (-4.2840, -1.8794, 0.3534)  0.22
H (0.5175, 1.3961, -2.4619)  0.22
H (4.2293, -0.6813, 2.8777)  0.25
H (3.2954, -2.3820, -2.1872)  0.20

Values from the calculation:
HOMO level	-0.3127	Ha
LUMO	0.012	Eh
energy	-1999.44042	Ha
structure (SMILES)	C=CCn1c(SCC(=O)N(CC)[C@@H]2CCS(=O)(=O)C2)nc2ccccc2c1=O
energy above the lowest of the compared OMol25 structures with the same formula, charge and spin	1.4346	eV
HOMO-LUMO gap	8.8	eV
spin multiplicity	1

---

(3)
C16H15N3O2S | the ωB97M-V functional and the def2-TZVPD basis

Each line ends with the natural charge from an NBO analysis.
Cartesian coordinates (Å):
S (2.1532, 0.3300, -1.2598)  0.31
O (-0.2418, -2.2162, 1.9986)  -0.56
O (-1.0515, 0.7720, -1.3399)  -0.55
N (-0.8984, -0.8929, 0.2379)  -0.51
N (4.3668, 1.6426, -1.6315)  -0.47
N (3.0572, 2.3441, 0.2085)  -0.52
C (-0.4508, 0.2093, -0.4674)  0.69
C (-2.4302, -1.8606, -1.3801)  -0.20
C (-3.6179, -2.5061, -1.6682)  -0.21
C (-0.0507, -1.2907, 1.2594)  0.71
C (3.3080, 1.5750, -0.8402)  0.27
C (5.0944, 3.4455, -0.2720)  -0.33
C (0.9166, 0.5759, 0.0808)  -0.44
C (1.1358, -0.3471, 1.2665)  -0.52
C (-5.7741, -3.5912, -0.9722)  -0.63
C (5.2529, 2.5794, -1.3421)  0.10
C (-4.1724, -2.5533, 0.6552)  -0.21
C (-2.1198, -1.5559, -0.0626)  0.19
C (-2.9938, -1.8993, 0.9591)  -0.20
C (3.6561, 4.1488, 1.6841)  -0.65
C (-4.5028, -2.8641, -0.6587)  -0.01
C (3.9447, 3.2861, 0.5013)  0.28
H (0.9805, 1.6379, 0.3220)  0.29
H (-4.8493, -2.8231, 1.4526)  0.21
H (6.1135, 2.6263, -1.9961)  0.20
H (-2.7488, -1.6633, 1.9823)  0.23
H (4.4538, 4.0526, 2.4187)  0.23
H (2.0572, -0.9255, 1.1901)  0.26
H (-3.8574, -2.7388, -2.6955)  0.21
H (2.7127, 3.8569, 2.1358)  0.23
H (5.8222, 4.2059, -0.0430)  0.23
H (-1.7498, -1.5881, -2.1713)  0.23
H (3.6034, 5.1927, 1.3798)  0.23
H (-6.0831, -3.4103, -1.9986)  0.22
H (-5.6274, -4.6644, -0.8463)  0.22
H (1.1637, 0.1923, 2.2145)  0.25
H (-6.5726, -3.2822, -0.3016)  0.22

Values from the calculation:
HOMO level	-0.3267	Ha
LUMO	0.024	Eh
energy	-1331.69831	Ha
structure (SMILES)	Cc1ccc(N2C(=O)C[C@@H](Sc3nccc(C)n3)C2=O)cc1
energy above the lowest of the compared OMol25 structures with the same formula, charge and spin	0.0000	eV
HOMO-LUMO gap	9.5	eV
spin multiplicity	1

---

What did the second record say?
C19H23N3O4S2 | the ωB97M-V functional and the def2-TZVPD basis

Each line ends with the natural charge from an NBO analysis.
Cartesian coordinates (Å):
S (3.6098, 1.0275, 1.2941)  2.16
S (-2.0432, -2.5078, -0.5538)  0.29
O (4.5682, 1.6256, 0.4025)  -0.96
O (0.3215, -1.7127, 0.7842)  -0.65
O (3.1928, 1.7999, 2.4277)  -0.93
O (-4.1502, 1.7318, 0.8251)  -0.60
N (-3.1157, -0.1708, 0.1379)  -0.44
N (-1.1963, -0.1304, -1.2227)  -0.56
N (1.8190, -1.7268, -0.8987)  -0.45
C (-2.1951, 1.9510, -0.5051)  -0.15
C (-0.2195, 3.3222, -1.8826)  -0.17
C (-3.5028, -1.2815, 2.2643)  -0.20
C (-0.3929, -2.7061, -1.2688)  -0.63
C (2.7574, -0.9006, -0.1489)  -0.04
C (-4.0641, -0.9618, 0.9093)  -0.27
C (2.2314, -2.1300, -2.2297)  -0.20
C (-1.1915, 4.0274, -1.1747)  -0.23
C (-2.1749, 3.3468, -0.4943)  -0.15
C (0.6072, -1.9944, -0.3620)  0.72
C (-2.1038, -0.7513, -0.5542)  0.35
C (-3.2349, 1.2251, 0.2125)  0.65
C (3.2771, -1.5898, 1.1262)  -0.43
C (-1.2088, 1.2383, -1.2075)  0.17
C (2.2030, 0.4384, 0.3027)  -0.67
C (2.0054, -1.0342, -3.2686)  -0.62
C (4.2342, -0.6233, 1.7953)  -0.65
C (-0.2244, 1.9466, -1.9058)  -0.24
C (-4.0949, -0.9444, 3.3930)  -0.36
H (2.6035, -0.1573, -3.0330)  0.21
H (5.2485, -0.6968, 1.4143)  0.24
H (3.6091, -0.6984, -0.8067)  0.22
H (0.5462, 3.8626, -2.4196)  0.22
H (3.7627, -2.5352, 0.8777)  0.22
H (2.0125, 1.1366, -0.5044)  0.26
H (-5.0350, -0.4180, 3.4034)  0.20
H (1.3332, 0.3316, 0.9422)  0.27
H (-2.5505, -1.7942, 2.2594)  0.22
H (0.9581, -0.7444, -3.2919)  0.22
H (2.2927, -1.3928, -4.2533)  0.22
H (2.4246, -1.7983, 1.7729)  0.25
H (-2.9459, 3.8629, 0.0575)  0.24
H (-0.2078, -3.7807, -1.2907)  0.25
H (1.6948, -3.0359, -2.5133)  0.21
H (-3.6655, -1.1807, 4.3513)  0.20
H (-0.4112, -2.2940, -2.2739)  0.25
H (-4.9716, -0.3612, 1.0078)  0.25
H (-1.1713, 5.1062, -1.1655)  0.22
H (-4.2840, -1.8794, 0.3534)  0.22
H (0.5175, 1.3961, -2.4619)  0.22
H (4.2293, -0.6813, 2.8777)  0.25
H (3.2954, -2.3820, -2.1872)  0.20

Values from the calculation:
HOMO level	-0.3127	Ha
LUMO	0.012	Eh
energy	-1999.44042	Ha
structure (SMILES)	C=CCn1c(SCC(=O)N(CC)[C@@H]2CCS(=O)(=O)C2)nc2ccccc2c1=O
energy above the lowest of the compared OMol25 structures with the same formula, charge and spin	1.4346	eV
HOMO-LUMO gap	8.8	eV
spin multiplicity	1

---

Question: Number 2 is which compound?
Answer: C19H23N3O4S2

---

Copy entry 2 word for word.
C19H23N3O4S2 | the ωB97M-V functional and the def2-TZVPD basis

Each line ends with the natural charge from an NBO analysis.
Cartesian coordinates (Å):
S (3.6098, 1.0275, 1.2941)  2.16
S (-2.0432, -2.5078, -0.5538)  0.29
O (4.5682, 1.6256, 0.4025)  -0.96
O (0.3215, -1.7127, 0.7842)  -0.65
O (3.1928, 1.7999, 2.4277)  -0.93
O (-4.1502, 1.7318, 0.8251)  -0.60
N (-3.1157, -0.1708, 0.1379)  -0.44
N (-1.1963, -0.1304, -1.2227)  -0.56
N (1.8190, -1.7268, -0.8987)  -0.45
C (-2.1951, 1.9510, -0.5051)  -0.15
C (-0.2195, 3.3222, -1.8826)  -0.17
C (-3.5028, -1.2815, 2.2643)  -0.20
C (-0.3929, -2.7061, -1.2688)  -0.63
C (2.7574, -0.9006, -0.1489)  -0.04
C (-4.0641, -0.9618, 0.9093)  -0.27
C (2.2314, -2.1300, -2.2297)  -0.20
C (-1.1915, 4.0274, -1.1747)  -0.23
C (-2.1749, 3.3468, -0.4943)  -0.15
C (0.6072, -1.9944, -0.3620)  0.72
C (-2.1038, -0.7513, -0.5542)  0.35
C (-3.2349, 1.2251, 0.2125)  0.65
C (3.2771, -1.5898, 1.1262)  -0.43
C (-1.2088, 1.2383, -1.2075)  0.17
C (2.2030, 0.4384, 0.3027)  -0.67
C (2.0054, -1.0342, -3.2686)  -0.62
C (4.2342, -0.6233, 1.7953)  -0.65
C (-0.2244, 1.9466, -1.9058)  -0.24
C (-4.0949, -0.9444, 3.3930)  -0.36
H (2.6035, -0.1573, -3.0330)  0.21
H (5.2485, -0.6968, 1.4143)  0.24
H (3.6091, -0.6984, -0.8067)  0.22
H (0.5462, 3.8626, -2.4196)  0.22
H (3.7627, -2.5352, 0.8777)  0.22
H (2.0125, 1.1366, -0.5044)  0.26
H (-5.0350, -0.4180, 3.4034)  0.20
H (1.3332, 0.3316, 0.9422)  0.27
H (-2.5505, -1.7942, 2.2594)  0.22
H (0.9581, -0.7444, -3.2919)  0.22
H (2.2927, -1.3928, -4.2533)  0.22
H (2.4246, -1.7983, 1.7729)  0.25
H (-2.9459, 3.8629, 0.0575)  0.24
H (-0.2078, -3.7807, -1.2907)  0.25
H (1.6948, -3.0359, -2.5133)  0.21
H (-3.6655, -1.1807, 4.3513)  0.20
H (-0.4112, -2.2940, -2.2739)  0.25
H (-4.9716, -0.3612, 1.0078)  0.25
H (-1.1713, 5.1062, -1.1655)  0.22
H (-4.2840, -1.8794, 0.3534)  0.22
H (0.5175, 1.3961, -2.4619)  0.22
H (4.2293, -0.6813, 2.8777)  0.25
H (3.2954, -2.3820, -2.1872)  0.20

Values from the calculation:
HOMO level	-0.3127	Ha
LUMO	0.012	Eh
energy	-1999.44042	Ha
structure (SMILES)	C=CCn1c(SCC(=O)N(CC)[C@@H]2CCS(=O)(=O)C2)nc2ccccc2c1=O
energy above the lowest of the compared OMol25 structures with the same formula, charge and spin	1.4346	eV
HOMO-LUMO gap	8.8	eV
spin multiplicity	1